(1)
11
Properties=species:S:1:pos:R:3:forces:R:3:mulliken_charge:R:1 method="wB97M-V/def2-TZVPD" max_force_ev_per_a=2.83 orbital_gap_ev="8.648 / 7.523" e_homo_ev="-10.045 / -8.693" total_charge=0 energy_ha=-339.33207 de_lowest_kcal_mol=156.6
C -0.470 -2.574 -1.115 -0.079 0.079 0.831 0.1189
C 0.233 0.062 -0.726 0.781 -1.111 -0.205 0.1727
C 0.975 0.009 0.627 1.056 1.109 -1.396 -0.1830
C 0.120 -1.417 -0.577 -0.029 1.012 0.367 0.4665
N -1.015 -3.575 -1.311 0.151 0.145 -0.437 -0.4003
N 0.186 0.981 -1.554 -1.552 2.243 -0.765 -0.6066
O 0.908 -1.418 0.539 -0.018 -1.725 0.097 -0.3326
H 2.074 0.422 0.598 -2.341 -0.741 0.545 0.2661
H 0.236 0.319 1.382 0.978 0.328 0.246 0.2109
H -1.809 -0.059 1.048 -0.115 -0.071 -0.026 0.0289
H -0.493 1.119 -2.339 1.168 -1.270 0.742 0.2584

(2)
56
Properties=species:S:1:pos:R:3:forces:R:3:mulliken_charge:R:1 method="wB97M-V/def2-TZVPD" max_force_ev_per_a=0.69 orbital_gap_ev=7.064 e_homo_ev=-11.053 total_charge=+1 energy_ha=-4738.30551 de_lowest_kcal_mol=0.0
Ti -0.363 -0.357 0.259 -0.313 -0.571 0.219 -1.5118
I -1.631 -2.487 -1.418 -0.399 0.451 -0.044 0.1357
C -0.011 -3.639 -0.900 0.292 -0.073 0.063 0.6125
C -0.072 -4.992 -1.019 0.270 -0.270 0.052 -0.5705
C 1.094 -5.754 -0.760 -0.232 0.010 -0.056 -0.6445
C 2.260 -5.122 -0.449 0.056 0.089 0.022 -0.8812
C 2.320 -3.708 -0.345 0.326 -0.114 0.030 0.5918
C 3.559 -3.056 -0.106 -0.013 -0.142 -0.019 -0.7670
C 3.638 -1.698 -0.069 -0.046 0.098 0.000 -1.2814
C 2.461 -0.925 -0.184 0.160 -0.095 0.073 -0.3788
C 1.225 -1.500 -0.377 -0.380 -0.307 -0.096 0.2897
C 1.156 -2.928 -0.527 0.185 0.090 -0.031 1.2431
H -0.985 -5.484 -1.327 0.036 0.008 0.017 0.4458
H 1.057 -6.833 -0.843 -0.021 0.049 -0.003 0.4121
H 3.168 -5.692 -0.291 -0.031 0.025 0.005 0.4140
H 4.449 -3.663 0.022 -0.073 0.029 -0.012 0.4018
H 4.590 -1.205 0.084 -0.034 -0.010 -0.010 0.4324
H 2.548 0.144 -0.065 0.059 0.076 0.007 0.3929
C 0.922 3.791 -0.317 0.008 0.212 0.075 -0.9985
C 0.851 4.237 1.001 0.004 0.165 -0.027 -0.4408
C 0.707 3.328 2.031 0.214 0.199 -0.055 -1.3225
C 0.671 1.977 1.729 -0.063 -0.365 0.117 0.7898
N 0.655 1.553 0.447 -0.164 0.263 0.000 0.9706
C 0.783 2.450 -0.554 -0.034 -0.381 0.281 -0.3584
C 0.659 0.879 2.720 0.203 0.458 -0.069 1.0756
C 1.066 1.062 4.036 0.044 -0.101 0.236 -0.8832
C 1.212 -0.049 4.854 -0.004 -0.004 -0.022 -0.9321
C 0.974 -1.324 4.345 0.061 0.049 0.140 -0.9195
C 0.555 -1.488 3.033 -0.010 -0.006 -0.026 -0.7815
C 0.375 -0.383 2.211 -0.090 0.130 -0.154 1.2963
H 1.037 4.469 -1.150 0.013 0.032 0.061 0.4442
H 0.907 5.296 1.220 -0.023 -0.043 -0.026 0.4576
H 0.649 3.656 3.059 0.016 -0.004 -0.034 0.4862
H 0.747 2.052 -1.555 0.017 -0.036 -0.096 0.5967
H 1.307 2.048 4.419 -0.017 -0.084 -0.025 0.3821
H 1.546 0.073 5.878 -0.034 -0.011 -0.059 0.4072
H 1.132 -2.195 4.971 -0.005 0.068 -0.009 0.4626
H 0.390 -2.489 2.654 0.062 -0.018 0.009 0.7427
C -4.072 1.037 1.548 -0.200 0.136 0.069 -1.1602
C -2.706 0.589 1.995 0.060 -0.255 -0.210 -0.2360
O -2.296 -0.651 1.350 0.498 -0.082 -0.087 0.3755
C -3.083 -1.816 1.728 -0.187 0.448 -0.079 -0.6179
C -2.265 -2.926 2.316 0.108 -0.263 0.085 -1.1379
H -4.288 2.004 2.010 0.003 -0.059 -0.065 0.3848
H -4.862 0.351 1.854 0.029 -0.020 0.008 0.3829
H -4.117 1.164 0.465 0.035 -0.011 0.078 0.1764
H -2.617 0.451 3.072 -0.075 -0.048 0.109 0.4534
H -1.967 1.331 1.705 0.119 0.076 -0.052 0.1728
H -3.616 -2.131 0.835 -0.054 -0.089 -0.062 0.3902
H -3.819 -1.468 2.446 -0.081 -0.032 0.095 0.4506
H -1.478 -3.263 1.639 -0.002 0.016 -0.035 0.0866
H -2.923 -3.781 2.490 0.021 0.057 0.003 0.5110
H -1.813 -2.642 3.265 -0.058 0.012 -0.038 0.3221
Se -3.135 2.969 -1.868 0.207 -0.261 0.145 -0.0508
C -2.149 1.653 -1.296 0.007 0.122 -0.219 0.2505
N -1.451 0.768 -0.924 -0.469 0.387 -0.283 -0.5654

(3)
9
Properties=species:S:1:pos:R:3:forces:R:3:mulliken_charge:R:1 method="wB97M-V/def2-TZVPD" max_force_ev_per_a=3.91 orbital_gap_ev=7.471 e_homo_ev=-3.933 total_charge=-1 energy_ha=-1170.31582 de_lowest_kcal_mol=10.9
C -0.305 2.336 1.389 0.226 -1.485 -0.663 0.5365
N -0.006 1.189 1.396 -0.688 1.606 0.298 0.0364
N 0.378 -0.079 1.048 -2.634 -2.405 -1.601 -0.4864
O -0.646 3.474 1.425 0.138 0.126 0.287 -0.5762
O 0.845 -2.803 -2.304 0.841 -1.465 0.446 -0.4725
O -1.097 -1.736 -1.202 -0.178 -0.470 0.565 -0.5642
S 1.324 -0.129 -0.480 0.354 0.101 0.573 -0.3160
S 0.109 -1.610 -2.016 -1.066 2.297 -0.821 0.5220
H -0.603 -0.641 0.744 3.007 1.695 0.916 0.3203

(4)
78
Properties=species:S:1:pos:R:3:forces:R:3:mulliken_charge:R:1 method="wB97M-V/def2-TZVPD" max_force_ev_per_a=8.25 orbital_gap_ev="5.466 / 5.809" e_homo_ev="-12.259 / -12.799" s_squared=0.7702 spin_multiplicity=2 total_charge=+2 energy_ha=-4351.51645 de_lowest_kcal_mol=73.3
C -1.885 -1.050 4.828 -0.385 -1.306 0.348 -0.1499
C -2.497 -0.434 3.696 -0.670 -0.172 -0.177 -0.7436
C -2.209 -1.230 2.544 -0.836 -1.250 0.181 -0.5757
H -3.204 0.390 3.735 0.446 -0.001 -0.048 0.7263
C -1.426 -2.347 2.971 -1.634 -1.346 0.924 -0.4228
C -1.223 -2.236 4.380 -2.169 -1.279 -0.039 -0.7172
H -0.730 -2.969 5.006 0.133 0.267 -0.180 0.5688
H -1.960 -0.716 5.858 0.263 0.041 -0.320 0.4685
H -2.637 -1.095 1.558 0.379 0.126 0.061 0.6267
H -1.151 -3.200 2.361 0.294 0.377 0.103 0.7430
V -0.448 -0.586 3.392 5.964 5.705 -0.062 0.1885
Si -0.976 -0.455 -3.087 0.676 -0.278 -3.868 0.4058
C -0.384 1.147 -4.056 -0.303 0.212 0.462 0.5641
C 0.813 1.319 -4.787 0.616 -0.028 0.482 -0.1678
H 1.469 0.464 -4.987 -0.102 0.286 0.385 0.4359
C 1.190 2.577 -5.289 -0.262 -0.150 -0.018 -0.6342
H 2.164 2.716 -5.769 -0.407 -0.227 0.102 0.3907
C 0.323 3.670 -5.178 0.004 -0.227 0.297 -0.5895
H 0.629 4.666 -5.504 -0.082 -0.351 0.011 0.4175
C -0.953 3.463 -4.655 -0.033 -0.325 -0.133 -0.4955
H -1.667 4.288 -4.616 0.131 -0.349 -0.120 0.4387
C -1.308 2.197 -4.163 -0.208 0.448 0.516 -0.6667
H -2.346 2.027 -3.860 0.373 0.226 0.280 0.2974
C -0.295 -1.683 -4.352 0.059 -1.118 0.408 0.2608
C -0.923 -1.810 -5.608 0.096 -0.033 0.057 -0.3526
H -1.841 -1.255 -5.803 0.230 -0.038 -0.068 0.3454
C -0.411 -2.658 -6.601 -0.150 0.195 0.296 -0.7017
H -0.915 -2.741 -7.572 0.197 0.081 0.479 0.4019
C 0.730 -3.417 -6.340 0.041 0.216 0.449 -0.4692
H 1.124 -4.084 -7.104 -0.039 0.142 0.192 0.3909
C 1.346 -3.332 -5.084 -0.064 0.021 0.007 -0.7110
H 2.225 -3.947 -4.874 -0.291 0.217 -0.056 0.3955
C 0.830 -2.484 -4.092 -0.184 -0.051 -0.371 0.2608
H 1.282 -2.459 -3.095 0.030 -0.060 -0.417 0.1665
H -2.427 -0.327 -3.359 -0.106 -0.177 0.934 -0.2911
Si 1.875 0.674 -1.157 -2.239 0.045 0.534 -0.1171
C 0.923 -0.891 -0.909 -0.331 0.297 -0.424 1.0478
C -0.536 -1.078 -1.197 0.175 0.319 0.939 0.8567
H -1.296 -0.238 -1.046 1.189 -0.397 0.492 -0.4479
C -1.107 -2.281 -0.577 -0.433 -0.238 -0.978 -0.8190
H -2.204 -2.360 -0.550 0.505 -0.076 -0.207 0.7255
C -0.349 -3.322 -0.086 -0.700 -0.215 -0.270 -0.9295
H -0.815 -4.274 0.230 0.107 0.804 -0.130 0.6095
C 1.050 -3.211 -0.050 0.257 0.872 -0.598 -0.5315
H 1.660 -4.072 0.225 -0.075 0.374 0.104 0.5760
C 1.630 -1.990 -0.406 0.392 -1.149 0.146 -0.8778
H 2.705 -1.901 -0.261 -0.135 0.086 -0.100 0.3883
C 0.570 1.974 -0.828 0.110 0.401 -0.648 0.8688
C -0.538 1.733 0.012 0.214 -0.204 -0.304 0.8076
H -0.642 0.768 0.511 0.025 0.447 -0.201 -0.3155
C -1.504 2.696 0.210 0.186 0.454 0.015 -0.9279
H -2.433 2.435 0.710 0.136 0.183 0.233 0.7457
C -1.274 4.001 -0.246 -0.012 -0.277 -0.159 -0.8861
H -1.905 4.818 0.101 -0.030 -0.160 -0.395 0.4591
C -0.237 4.226 -1.147 -0.142 0.389 0.052 -0.7359
H -0.114 5.209 -1.596 -0.041 -0.162 0.112 0.4566
C 0.631 3.201 -1.506 -0.168 -0.249 0.404 -0.4491
H 1.334 3.345 -2.324 0.070 0.114 0.276 0.4632
H 3.199 0.883 -0.602 0.411 -0.277 -0.044 -0.0747
Cl 1.360 0.292 2.053 -0.971 -0.781 0.823 -0.5215
N -1.542 2.827 3.551 -0.472 0.812 -0.085 -0.2425
C -0.630 2.453 4.450 0.891 -0.628 0.392 0.3199
N -0.188 1.203 4.613 -0.410 0.735 0.052 0.6772
C 0.793 1.161 5.612 -0.277 2.758 0.077 -0.0818
C 1.104 2.395 6.162 -0.090 -2.038 -0.403 -0.6248
S 0.146 3.651 5.475 -0.233 -0.912 -0.263 -0.1721
C 1.484 -0.075 5.755 2.242 -1.525 0.452 -0.1260
C 2.623 -0.353 6.498 -1.855 0.800 -0.728 -0.6000
S 3.270 -1.899 6.101 -0.700 0.379 -0.361 -0.1629
C 2.019 -2.075 4.895 -0.289 0.870 -0.036 0.3976
N 1.140 -1.072 4.832 0.680 -0.795 0.049 0.5036
N 2.026 -3.143 4.077 0.405 -0.649 0.185 -0.3517
H -1.758 3.824 3.477 -0.026 -0.838 -0.191 0.2373
H -1.975 2.165 2.922 0.219 0.276 0.180 -0.0604
H 1.906 2.541 6.875 -0.294 0.337 -0.074 0.4043
H 3.059 0.353 7.189 0.187 -0.403 0.080 0.4045
H 2.804 -3.800 4.192 -0.800 0.357 -0.417 0.2406
H 1.427 -3.195 3.261 0.313 0.070 0.316 0.0607